(1)
Below is a molecular structure, C22H43BF4O7Si2 in a non-equilibrium geometry, with properties calculated with ωB97M-V/def2-TZVPD.

Structure (XYZ):
```
79
Properties=species:S:1:pos:R:3
C -3.583 4.380 6.641
C -3.359 4.439 5.119
B -3.632 3.104 4.328
O -4.222 2.026 4.961
Si -3.075 2.863 2.395
C -1.731 1.553 2.393
C -2.270 0.133 2.641
C -2.420 -0.737 1.392
C -1.188 -0.766 0.481
C -1.096 -2.060 -0.346
C 0.338 -2.408 -0.800
C 0.589 -2.280 -2.323
C 0.930 -3.615 -2.984
C 1.695 -3.457 -4.298
C 3.178 -3.121 -4.075
C 4.093 -3.570 -5.227
O 5.119 -4.452 -4.803
C 6.165 -3.818 -4.090
C -4.572 2.260 1.389
C -4.348 1.912 -0.042
O -5.175 1.597 -0.835
F -3.059 1.973 -0.412
O -2.389 4.268 1.784
Si -3.234 5.393 0.917
C -4.274 6.517 2.012
C -5.650 6.020 2.481
C -6.745 6.115 1.458
F -6.554 5.311 0.395
F -7.926 5.754 2.010
F -6.889 7.369 0.992
H -3.463 3.371 7.029
H -4.562 4.757 6.931
H -2.855 5.009 7.149
H -3.949 5.255 4.694
H -2.320 4.715 4.923
H -4.980 2.311 5.485
H -1.086 1.817 3.235
H -1.103 1.626 1.508
H -3.242 0.172 3.140
H -1.617 -0.401 3.331
H -2.642 -1.752 1.723
H -3.282 -0.437 0.793
H -0.275 -0.592 1.048
H -1.299 0.057 -0.225
H -1.467 -2.872 0.278
H -1.756 -1.948 -1.204
H 1.039 -1.784 -0.251
H 0.531 -3.439 -0.510
H 1.396 -1.568 -2.483
H -0.327 -1.912 -2.781
H 0.004 -4.158 -3.180
H 1.534 -4.233 -2.319
H 1.239 -2.656 -4.882
H 1.644 -4.381 -4.874
H 3.525 -3.595 -3.159
H 3.283 -2.042 -3.962
H 3.524 -4.104 -5.985
H 4.558 -2.700 -5.697
H 6.045 -2.735 -4.063
H 6.176 -4.179 -3.061
H 7.125 -4.061 -4.538
H -5.425 2.934 1.441
H -4.891 1.337 1.879
H -4.107 4.762 -0.092
H -2.252 6.232 0.201
H -4.428 7.428 1.427
H -3.685 6.831 2.872
H -5.616 5.003 2.868
H -5.981 6.650 3.307
C 10.096 -5.697 -3.542
C 10.563 -6.557 -2.384
O 10.294 -5.719 -1.257
C 9.320 -4.840 -1.597
O 8.756 -4.125 -0.840
O 9.080 -4.896 -2.931
H 9.678 -6.268 -4.367
H 10.881 -5.039 -3.919
H 9.982 -7.475 -2.286
H 11.621 -6.803 -2.425
```

Strongest force on any atom, eV/Å: 1.25
Molar mass, g/mol: 562.56
HOMO-LUMO gap, eV: 9.5334
HOMO, eV: -9.3
Energy, eV: -65149.6416


(2)
Below is a gas-phase ion, C22H43ClNOS (charge +1) in a non-equilibrium geometry, with properties calculated with ωB97M-V/def2-TZVPD.

Structure (XYZ):
```
69
Properties=species:S:1:pos:R:3
C 5.198 -0.668 3.187
C 3.916 -0.630 2.125
C 4.128 -1.631 0.825
C 2.885 -2.749 0.872
C 3.233 -4.020 -0.152
C 2.188 -4.077 -1.429
C 2.266 -2.711 -2.391
C 0.757 -2.164 -2.819
C 0.297 -1.156 -1.566
C -1.058 -0.289 -1.898
C -1.190 1.132 -1.101
C -2.195 1.130 0.193
C -3.694 0.611 -0.338
C -4.074 -0.862 0.300
C -5.632 -1.173 -0.170
C -6.422 -2.163 0.869
C -2.596 2.687 0.655
C -1.389 3.714 1.072
O -0.506 4.107 -0.064
C 0.895 4.061 0.448
C 1.902 4.852 -0.620
C 1.585 4.301 -2.163
S -3.428 2.412 2.354
C -2.209 1.039 2.717
N -1.697 0.525 1.519
Cl -0.530 -0.707 1.830
H 5.436 -1.798 3.486
H 6.179 -0.184 2.726
H 4.930 -0.135 4.217
H 3.820 0.488 1.773
H 2.896 -0.943 2.632
H 4.070 -0.956 -0.135
H 5.187 -2.141 0.836
H 1.886 -2.219 0.492
H 2.738 -3.110 1.998
H 3.142 -4.996 0.525
H 4.373 -3.924 -0.491
H 2.531 -4.980 -2.129
H 1.080 -4.312 -1.078
H 2.949 -2.867 -3.331
H 2.751 -1.825 -1.758
H 0.025 -3.100 -2.732
H 0.723 -1.639 -3.863
H 0.000 -1.906 -0.686
H 1.157 -0.414 -1.254
H -1.966 -1.018 -1.790
H -0.997 -0.018 -3.059
H -0.098 1.534 -0.841
H -1.616 1.922 -1.888
H -3.715 0.473 -1.524
H -4.549 1.384 -0.102
H -4.023 -0.846 1.481
H -3.390 -1.729 -0.142
H -6.196 -0.124 -0.128
H -5.646 -1.511 -1.290
H -5.813 -3.121 1.170
H -6.776 -1.545 1.814
H -7.412 -2.515 0.312
H -3.298 3.177 -0.147
H -1.835 4.744 1.479
H -0.731 3.280 1.956
H 0.971 4.569 1.513
H 1.311 2.963 0.553
H 3.039 4.700 -0.371
H 1.566 5.982 -0.602
H 1.489 3.136 -2.102
H 0.548 4.713 -2.572
H 2.438 4.666 -2.906
H -1.799 0.572 3.709
```

Strongest force on any atom, eV/Å: 4.55
Molar mass, g/mol: 405.11
Charge: +1
HOMO-LUMO gap, eV: 7.3235
HOMO, eV: -12.3
Energy, eV: -50388.1845


(3)
Below is a molecular structure, C22H43N2P3SW in a non-equilibrium geometry, with properties calculated with ωB97M-V/def2-TZVPD.

Structure (XYZ):
```
72
Properties=species:S:1:pos:R:3
W 0.255 0.140 0.483
P 2.144 1.018 1.555
P -1.872 1.441 0.817
P 0.701 1.498 -1.482
H 0.055 -2.484 0.010
C 0.959 -1.881 -0.150
C 1.811 -1.737 1.006
H 1.501 -2.290 1.901
C 2.856 0.096 2.992
C 2.205 2.718 2.300
C 3.729 1.145 0.605
C -3.161 0.644 -0.213
C -2.816 1.562 2.404
C -1.949 3.228 0.377
C 2.049 0.798 -2.485
C 1.308 3.180 -1.012
C -0.518 1.962 -2.783
H 1.420 -1.915 -1.152
H 2.900 -1.700 0.827
H 3.058 -0.952 2.753
H 2.177 0.129 3.852
H 3.814 0.572 3.248
H 1.435 2.886 3.064
H 2.112 3.506 1.540
H 3.189 2.827 2.788
H 3.924 0.216 0.047
H 4.541 1.277 1.344
H 3.752 2.004 -0.080
H -4.077 1.255 -0.167
H -3.373 -0.355 0.196
H -2.827 0.544 -1.253
H -3.752 2.116 2.215
H -2.252 2.114 3.169
H -3.069 0.568 2.802
H -2.913 3.643 0.708
H -1.857 3.381 -0.703
H -1.153 3.779 0.896
H 2.186 1.453 -3.355
H 1.772 -0.199 -2.845
H 2.990 0.737 -1.931
H 1.421 3.769 -1.937
H 2.282 3.131 -0.504
H 0.585 3.693 -0.356
H -0.035 1.893 -3.771
H -0.873 2.996 -2.644
H -1.386 1.287 -2.806
C -0.922 -2.515 -3.828
C -1.992 -2.463 -4.747
C -1.945 -3.239 -5.910
C -0.877 -4.121 -6.125
C 0.090 -4.303 -5.129
C 0.047 -3.534 -3.961
S -0.854 -1.291 -2.525
H -1.058 -2.066 -1.402
H -2.848 -1.822 -4.525
H -2.742 -3.169 -6.660
H -0.826 -4.704 -7.048
H 0.879 -5.052 -5.241
H 0.748 -3.710 -3.137
N -1.320 -2.433 1.794
C -1.102 -1.493 2.831
C -1.719 -1.675 4.085
C -1.289 -0.903 5.154
C -0.416 0.154 4.881
C -0.173 0.504 3.566
N -0.375 -0.396 2.546
H -0.537 -3.107 1.775
H -2.147 -3.012 2.001
H -2.380 -2.549 4.191
H -1.617 -1.105 6.176
H -0.011 0.786 5.666
H 0.139 1.523 3.299
```

Multiplicity: 3
Strongest force on any atom, eV/Å: 4.18
Molar mass, g/mol: 644.43
Relative energy (zero: lowest compared OMol25 entry of this formula, charge and spin), eV: 1.503
Charge: +4
HOMO-LUMO gap (spin up / spin down), eV: 6.6009 / 5.3836
HOMO (spin up / spin down), eV: -20.4 / -20.3
Energy, eV: -66976.2034


(4)
Below is 12 unconnected molecules or ions with the total composition C22H44BN2O44S9 in a non-equilibrium geometry, with properties calculated with ωB97M-V/def2-TZVPD.

Structure (XYZ):
```
122
Properties=species:S:1:pos:R:3
N -7.309 1.124 6.901
H -6.369 1.397 6.650
H -7.297 0.118 6.989
H -7.960 1.219 6.135
H -7.631 1.567 7.750
N 6.338 -7.032 2.612
H 5.629 -7.739 2.747
H 6.474 -6.711 3.559
H 6.073 -6.276 1.997
H 7.217 -7.451 2.345
O -1.711 1.404 3.552
C -1.310 0.770 2.633
O 0.009 0.665 2.341
B 0.230 -0.236 1.236
O -1.128 -0.711 0.823
C -2.052 -0.136 1.592
O -3.221 -0.254 1.518
O 1.101 -1.414 1.607
C 2.056 -1.354 0.666
O 2.847 -2.232 0.396
C 1.811 -0.191 -0.324
O 0.829 0.478 0.058
O 2.455 0.086 -1.350
C 1.772 6.135 -3.903
C 1.421 6.431 -2.419
O 2.536 6.823 -1.705
S 3.880 6.776 -2.653
O 4.424 5.459 -2.611
O 4.743 7.964 -2.454
O 2.941 6.911 -4.016
H 0.934 6.462 -4.517
H 2.013 5.072 -3.929
H 1.125 5.516 -1.906
H 0.606 7.122 -2.204
C -7.333 -3.276 -3.495
C -7.005 -4.499 -2.620
O -7.193 -5.660 -3.502
S -6.543 -5.207 -4.967
O -7.016 -6.079 -6.012
O -5.077 -5.093 -4.853
O -7.346 -3.703 -4.870
H -6.562 -2.555 -3.223
H -8.354 -2.922 -3.351
H -7.689 -4.665 -1.788
H -5.969 -4.387 -2.301
C 8.781 -0.724 3.354
C 10.101 0.084 3.318
O 11.042 -1.012 3.266
S 10.525 -2.315 3.993
O 10.621 -2.272 5.434
O 11.105 -3.539 3.330
O 8.932 -2.090 3.488
H 8.187 -0.509 2.465
H 8.254 -0.265 4.191
H 10.022 0.723 4.197
H 10.177 0.707 2.427
C -7.459 7.657 6.649
C -7.439 8.702 7.684
O -8.770 9.034 7.917
S -9.790 7.736 7.443
O -10.434 7.937 6.115
O -10.580 7.224 8.562
O -8.493 6.852 7.147
H -6.510 7.125 6.717
H -7.626 8.035 5.641
H -6.744 9.479 7.365
H -7.079 8.266 8.616
C -2.374 0.626 11.851
C -1.887 1.487 10.702
O -2.290 2.807 10.956
S -3.675 2.925 11.866
O -4.829 2.982 11.038
O -3.539 3.857 12.986
O -3.473 1.299 12.419
H -1.589 0.454 12.588
H -2.722 -0.346 11.502
H -1.877 1.096 9.685
H -0.811 1.394 10.843
C 0.728 -7.341 -3.217
C -0.015 -7.388 -1.872
O -0.023 -8.792 -1.864
S -0.738 -9.340 -3.231
O -2.150 -9.059 -3.133
O -0.248 -10.644 -3.628
O 0.029 -8.124 -4.110
H 1.693 -7.846 -3.250
H 0.631 -6.365 -3.693
H -0.999 -6.921 -1.883
H 0.579 -6.998 -1.046
C -8.604 5.348 -3.319
C -7.991 3.867 -3.472
O -7.791 3.336 -2.169
S -7.937 4.579 -0.961
O -6.675 5.407 -0.952
O -8.494 4.066 0.305
O -9.036 5.323 -1.987
H -9.343 5.541 -4.097
H -7.760 6.033 -3.403
H -7.080 3.782 -4.064
H -8.721 3.224 -3.963
C 8.081 -5.188 -6.513
C 9.530 -4.789 -6.907
O 10.213 -4.471 -5.643
S 9.178 -4.097 -4.453
O 9.396 -2.713 -4.061
O 9.088 -5.200 -3.388
O 7.858 -4.374 -5.378
H 8.030 -6.220 -6.166
H 7.302 -4.970 -7.243
H 9.484 -3.940 -7.589
H 10.117 -5.546 -7.427
C 5.758 0.874 -9.180
C 4.337 1.121 -9.694
O 4.277 0.722 -11.049
S 5.311 -0.579 -11.328
O 6.152 -0.319 -12.469
O 4.580 -1.846 -11.152
O 6.168 -0.275 -9.924
H 5.855 0.817 -8.095
H 6.453 1.597 -9.606
H 4.013 2.118 -9.395
H 3.614 0.458 -9.217
```

Strongest force on any atom, eV/Å: 5.44
Molar mass, g/mol: 1339.98
Relative energy (zero: lowest compared OMol25 entry of this formula, charge and spin), eV: 11.559
Charge: +1
HOMO-LUMO gap, eV: 6.3491
HOMO, eV: -10.4
Energy, eV: -214770.8390


(5)
Below is 6 unconnected molecules or ions with the total composition C22H44Br11N2P2 in a non-equilibrium geometry, with properties calculated with ωB97M-V/def2-TZVPD.

Structure (XYZ):
```
81
Properties=species:S:1:pos:R:3
C 2.440 1.915 -1.246
C 1.768 0.509 -0.861
C 0.213 0.461 -1.083
Br -0.480 2.269 -0.560
N -0.557 -0.552 -0.344
C -1.991 -0.619 -0.342
P -3.382 0.325 -1.152
C -2.843 1.123 -2.791
C -3.808 1.705 0.098
C -5.031 1.130 0.973
C -2.460 -1.713 0.512
N -1.262 -2.309 0.993
C -0.195 -1.620 0.459
P 1.536 -2.199 0.868
C 1.792 -2.052 2.735
C 1.572 -4.023 0.339
C 0.525 -4.296 -0.848
H 1.985 2.366 -2.166
H 3.545 1.698 -1.361
H 2.374 2.598 -0.347
H 1.963 0.395 0.245
H 2.303 -0.283 -1.450
H 0.041 0.272 -2.186
H -3.044 2.227 -2.801
H -1.809 0.836 -3.113
H -3.541 0.677 -3.566
H -4.143 2.650 -0.404
H -2.960 1.854 0.824
H -4.587 0.693 1.919
H -5.814 1.913 1.190
H -5.482 0.282 0.390
H -3.528 -1.959 0.702
H -1.272 -3.106 1.627
H 0.959 -1.474 3.219
H 2.734 -1.440 2.868
H 1.952 -3.073 3.187
H 1.278 -4.708 1.194
H 2.585 -4.285 -0.063
H 0.441 -3.392 -1.515
H -0.488 -4.476 -0.378
H 0.827 -5.172 -1.480
Br -7.518 5.067 2.196
C -8.835 4.786 0.789
C -8.900 3.337 0.382
Br -7.387 2.850 -0.746
H -8.570 5.451 -0.031
H -9.784 5.107 1.219
H -9.782 3.149 -0.230
H -8.898 2.653 1.228
Br 5.883 -3.685 -1.758
C 4.573 -4.827 -2.636
C 3.854 -4.092 -3.738
Br 2.514 -2.875 -3.018
H 3.905 -5.198 -1.861
H 5.148 -5.659 -3.043
H 3.297 -4.790 -4.364
H 4.517 -3.499 -4.364
Br -0.451 -4.996 -4.141
C -1.181 -6.799 -4.271
C -2.498 -6.911 -3.548
Br -2.243 -7.007 -1.619
H -0.421 -7.477 -3.887
H -1.313 -6.976 -5.338
H -3.004 -7.839 -3.814
H -3.165 -6.072 -3.739
Br 1.668 4.298 5.284
C 3.063 4.093 3.940
C 2.485 3.688 2.609
Br 2.000 1.799 2.591
H 3.779 3.375 4.333
H 3.536 5.071 3.869
H 3.228 3.798 1.820
H 1.591 4.248 2.341
Br 6.359 4.772 5.167
C 7.387 6.050 4.117
C 6.487 6.899 3.256
Br 5.861 5.911 1.696
H 8.116 5.479 3.546
H 7.908 6.666 4.849
H 7.034 7.750 2.852
H 5.603 7.256 3.781
```

Strongest force on any atom, eV/Å: 4.58
Molar mass, g/mol: 1277.50
Charge: +1
HOMO-LUMO gap, eV: 8.0710
HOMO, eV: -10.9
Energy, eV: -815545.3196


Which formula does entry 5 have? C22H44Br11N2P2